A molecular structure, C11H31Br3O5S5, computed with the ωB97M-V functional and the def2-TZVPD basis.

Atoms and positions in Å:
1 C -13.9028 -10.0482 7.7311
2 Br -15.1577 -10.6764 6.4410
3 Br -12.4505 -11.2930 7.9486
4 Br -14.6828 -9.8713 9.4406
5 H -13.4681 -9.0956 7.4309
6 C -10.0512 -16.4010 7.2126
7 S -11.7218 -16.6229 7.8564
8 O -11.9028 -18.1309 7.8445
9 C -11.2159 -16.1798 9.5561
10 H -9.2018 -16.5408 7.9250
11 H -9.9321 -15.3779 6.8656
12 H -9.8644 -16.8989 6.2670
13 H -10.9665 -15.1497 9.5329
14 H -10.5599 -16.8564 9.9670
15 H -12.1488 -16.3372 10.1423
16 C -11.6473 -8.1605 13.7972
17 S -10.5160 -9.5730 14.0286
18 O -10.2739 -9.9949 12.5790
19 C -9.0990 -8.5846 14.5472
20 H -12.5907 -8.4810 13.5648
21 H -11.2843 -7.4911 13.0188
22 H -11.7274 -7.6016 14.8105
23 H -8.2302 -9.2256 14.4950
24 H -9.3915 -8.1533 15.5043
25 H -8.8484 -7.8049 13.8361
26 C -10.9680 -6.3400 10.5374
27 S -11.1961 -7.9579 9.7425
28 O -12.1680 -7.6874 8.5857
29 C -9.5607 -8.2352 9.1623
30 H -11.9619 -6.0974 10.8313
31 H -10.7068 -5.4973 9.8722
32 H -10.1579 -6.3527 11.3038
33 H -9.5811 -7.6452 8.2194
34 H -9.3829 -9.3382 8.9880
35 H -8.7601 -7.9128 9.9147
36 C -7.3519 -13.1015 9.2484
37 S -8.6975 -12.0736 9.9527
38 O -9.8340 -13.0000 10.1307
39 C -8.1266 -11.7565 11.5881
40 H -7.5695 -13.2672 8.2591
41 H -7.1666 -13.9927 9.8867
42 H -6.3771 -12.5710 9.2477
43 H -7.9757 -12.6990 12.1123
44 H -8.9252 -11.2314 12.0833
45 H -7.1727 -11.2432 11.6156
46 C -13.5298 -13.3654 14.8425
47 S -14.0074 -12.1225 13.6066
48 O -13.6751 -10.7200 13.9783
49 C -12.8669 -12.5671 12.3328
50 H -13.6650 -13.0663 15.8252
51 H -12.4653 -13.5147 14.6710
52 H -14.0301 -14.3419 14.5615
53 H -11.9186 -12.1253 12.6359
54 H -13.1610 -12.0482 11.3793
55 H -12.7598 -13.7078 12.2202

Atoms 1-6, force components in eV/Å:
C 0.5707 -0.0896 -0.0477
Br -0.1806 0.0340 -0.3109
Br 0.4970 -0.1926 -0.2463
Br -0.6176 0.4154 0.7022
H -0.1810 -0.1814 0.0985
C 1.2757 1.2225 -0.3843

Properties
HOMO: -8.65 eV
Energy above the lowest of the compared OMol25 structures with the same formula, charge and spin: 1.9 kcal/mol
Charge: 0
Kohn-Sham gap: 8.774 eV

***

A molecular structure, C11H31KN3O4, computed with the ωB97M-V functional and the def2-TZVPD basis.

Atoms and positions in Å:
1 K 2.5048 2.7665 0.5674
2 O 0.5314 0.9392 1.3763
3 H -0.4300 0.7707 1.4196
4 C -2.0292 1.4040 5.2281
5 C -1.4268 1.7103 3.8734
6 O -2.1624 1.6412 2.8903
7 N -0.0287 2.2193 3.7523
8 H 0.6073 1.8827 4.4610
9 H 0.3558 1.8303 2.9033
10 C 0.0793 3.8045 3.6692
11 H -2.8960 0.7508 5.1273
12 H -2.2715 2.4085 5.5751
13 H -1.2541 1.0484 5.9070
14 H -0.1847 4.3731 4.5609
15 H -0.5143 4.2523 2.8722
16 H 1.0941 3.8853 3.2796
17 C 1.1199 -3.6065 3.3528
18 C 0.3368 -2.5969 2.6102
19 O -0.8845 -2.6305 2.5801
20 N 1.0421 -1.7030 1.5811
21 H 0.7407 -0.7512 1.4281
22 H 1.9141 -1.5863 2.0772
23 C 1.2060 -2.2997 0.1465
24 H 2.0035 -3.0905 3.7284
25 H 1.2718 -4.5102 2.7627
26 H 0.6556 -3.9289 4.2848
27 H 1.6962 -3.2495 0.3601
28 H 1.7171 -1.5603 -0.4701
29 H 0.1496 -2.4116 -0.0979
30 C -0.4709 1.2551 -4.8271
31 N -0.4413 -0.2208 -4.4646
32 C -1.7705 -0.6597 -3.8030
33 C -0.2055 -1.0765 -5.7369
34 C 0.7144 -0.4891 -3.4333
35 C 0.7382 0.3730 -2.1501
36 O -0.4378 0.2198 -1.2667
37 H -0.7709 1.8274 -3.9493
38 H -1.1093 1.4342 -5.6922
39 H 0.5535 1.4940 -5.1131
40 H -2.4254 -0.5387 -4.6659
41 H -2.2147 -0.0247 -3.0365
42 H -1.6352 -1.7338 -3.6757
43 H -1.0274 -0.9322 -6.4382
44 H -0.1220 -2.1410 -5.5180
45 H 0.7597 -0.8353 -6.1823
46 H 1.5768 -0.1426 -4.0029
47 H 0.8008 -1.5580 -3.2384
48 H 0.8969 1.4312 -2.3577
49 H 1.7079 0.0102 -1.8093
50 H -0.0614 0.5455 -0.4459

Atoms 1-6, force components in eV/Å:
K -0.1415 -0.1043 -0.0470
O -0.0119 -0.0647 -0.0183
H 0.3330 0.4728 -0.0091
C 1.8512 0.6159 -0.3943
C -4.3391 -1.0349 -1.4053
O 3.2477 0.5169 1.6410

Properties
HOMO: -18.81 eV
Charge: +3
Kohn-Sham gap: 10.195 eV

***

7 unconnected molecules or ions with the total composition C11H32B4F16N3O3, computed with the ωB97M-V functional and the def2-TZVPD basis.

Atoms and positions in Å:
1 C -1.3673 -0.2021 -2.4957
2 C -0.0705 0.3129 -1.8220
3 O 0.9043 0.5148 -2.5497
4 N -0.0737 0.8317 -0.3536
5 H -0.3002 1.8153 -0.3888
6 H -0.7773 0.3370 0.1758
7 C 1.2439 0.5269 0.3574
8 H -1.7753 -1.0744 -1.9851
9 H -1.0750 -0.3210 -3.5390
10 H -2.0753 0.6213 -2.4001
11 H 1.1523 0.6606 1.4353
12 H 2.1525 0.9661 -0.0547
13 H 1.2635 -0.5627 0.3753
14 C 0.6867 2.2773 4.9317
15 C 1.0352 3.2886 3.8654
16 C -0.2276 4.0275 3.2558
17 O -0.7330 3.0546 2.3076
18 C -1.9295 3.3845 1.6323
19 N 1.9960 4.2207 4.6332
20 H 2.0942 5.1440 4.2357
21 H 1.5539 4.5199 5.4906
22 H 2.9051 3.8674 4.8956
23 H -0.1499 1.6483 4.6274
24 H 0.3597 2.5895 5.9235
25 H 1.5417 1.6246 5.1078
26 H 1.5760 2.7934 3.0589
27 H 0.0912 4.9738 2.8189
28 H -0.9845 4.1528 4.0301
29 H -2.0864 4.3865 1.2329
30 H -2.8113 3.1905 2.2429
31 H -2.0103 2.7730 0.7335
32 C 1.8178 -3.0850 -1.8886
33 C 1.3132 -4.5070 -1.7823
34 C 0.4592 -4.7642 -0.5202
35 O 0.0351 -6.0984 -0.3808
36 C -0.8044 -6.3299 0.7923
37 N 0.5139 -4.9052 -3.0320
38 H 1.0564 -4.9985 -3.8787
39 H 0.0583 -5.7902 -2.8605
40 H -0.2211 -4.2681 -3.3040
41 H 2.3434 -2.8887 -2.8231
42 H 2.5305 -2.8902 -1.0873
43 H 1.0090 -2.3563 -1.8342
44 H 2.1550 -5.1986 -1.8179
45 H -0.4486 -4.1673 -0.4326
46 H 1.0088 -4.5727 0.4014
47 H -0.2045 -6.7219 1.6137
48 H -1.4448 -7.1641 0.5058
49 H -1.2975 -5.5992 1.4335
50 B 3.1617 4.3163 -0.7226
51 F 2.3381 5.0189 -1.6405
52 F 4.1936 3.6813 -1.4902
53 F 3.7080 5.1593 0.2505
54 F 2.3361 3.3516 -0.1729
55 B -1.9350 -1.1219 1.7926
56 F -2.5085 -0.6058 0.6148
57 F -2.8422 -1.8628 2.5125
58 F -0.8975 -1.9151 1.6017
59 F -1.3754 -0.1470 2.5209
60 B -0.7778 -2.6824 -5.3400
61 F -1.8463 -2.9720 -6.1271
62 F 0.1669 -3.6619 -5.5545
63 F -0.3008 -1.3971 -5.6040
64 F -1.2064 -2.7620 -4.0167
65 B -2.8003 3.5212 -1.8644
66 F -2.7552 3.7318 -3.2178
67 F -3.2026 4.7093 -1.2829
68 F -3.8096 2.6846 -1.7495
69 F -1.6355 2.9158 -1.3929

Atoms 1-6, force components in eV/Å:
C 1.0439 0.8143 1.4356
C 1.5557 0.9041 -3.8578
O -2.2491 -0.5333 3.5758
N 2.0532 -0.9977 -0.5975
H 0.0173 0.6023 -0.0130
H -1.0441 -0.2323 0.2570

Properties
HOMO (alpha / beta): -10.69 / -10.38 eV
⟨S²⟩: 0.755
Charge: 0
2S+1: 2
Kohn-Sham gap (alpha / beta): 9.087 / 2.265 eV

***

Maximum force: 3.89 5.63 5.24 (eV Å⁻¹)
E: -286445.0146 -40867.9507 -68739.4280 (eV)